Version one
The following is a DFT calculation (ωB97M-V/def2-TZVPD) of C5H14N2 in the gas phase.

Output
E_LUMO: 1.1 eV
Gap between HOMO and LUMO: 9.722 eV
SMILES: CN[C@@H](C)CCN

Geometry as ORCA input:
```
! RIJCOSX wB97M-V def2-TZVPD def2/J DEFGRID3
* xyz 0 1
C 0.722 -2.299 1.249
N 1.018 -0.885 0.872
C -0.030 -0.240 0.090
C -1.459 -0.464 0.735
C 0.215 1.260 0.090
C -0.239 1.838 -1.267
N 0.793 1.428 -2.246
H -0.139 -2.335 1.911
H 0.304 -2.621 0.278
H 1.598 -2.820 1.616
H 1.219 -0.243 1.631
H -0.096 -0.781 -0.866
H -1.952 -1.399 0.467
H -2.153 0.340 0.443
H -1.378 -0.380 1.808
H -0.323 1.745 0.907
H 1.279 1.520 0.166
H -1.230 1.541 -1.596
H -0.190 2.942 -1.326
H 0.427 0.915 -3.034
H 1.613 0.935 -1.926
*
```

=====

Version two
The following is a DFT calculation (ωB97M-V/def2-TZVPD) of a molecular structure, C5H14N2.

Output
E_LUMO: 0.8 eV
Gap between HOMO and LUMO: 8.712 eV

Geometry as ORCA input:
```
! RIJCOSX wB97M-V def2-TZVPD def2/J DEFGRID3
* xyz 0 1
C -0.882 2.735 -2.855
N -0.011 0.929 0.130
C 1.707 -1.200 -0.852
C 1.001 -1.311 0.493
C -0.065 -0.240 0.700
C -1.151 -0.592 1.713
N -0.552 -1.051 2.963
H -1.651 3.237 -3.422
H -1.178 1.694 -2.723
H 0.061 2.790 -3.387
H -0.794 3.189 -1.870
H 1.006 -1.402 -1.668
H 2.533 -1.914 -0.925
H 2.080 -0.196 -0.979
H 0.549 -2.299 0.612
H 1.724 -1.195 1.314
H 0.413 1.022 1.164
H -1.697 0.316 1.897
H -1.828 -1.335 1.254
H -1.272 -1.295 3.626
H 0.008 -1.882 2.817
*
```

=====

Version three
The following is a DFT calculation (ωB97M-V/def2-TZVPD) of C5H14N2 in the gas phase.

Output
E_LUMO: 1.2 eV
Gap between HOMO and LUMO: 10.037 eV
SMILES: C[C@H](N)CN(C)C

Geometry as ORCA input:
```
! RIJCOSX wB97M-V def2-TZVPD def2/J DEFGRID3
* xyz 0 1
C 1.380 1.445 -1.145
C -0.088 1.114 -0.862
N -0.987 2.262 -0.712
C -0.092 0.284 0.456
N 0.402 -1.244 0.460
C -0.627 -2.119 -0.237
C 0.232 -1.714 1.909
H 1.531 1.476 -2.198
H 1.533 2.388 -0.704
H 2.069 0.917 -0.539
H -0.475 0.403 -1.632
H -1.219 2.606 0.153
H -1.684 2.587 -1.331
H 0.501 0.786 1.278
H -1.257 0.054 0.609
H -0.715 -1.651 -1.311
H -1.697 -2.174 0.359
H -0.192 -3.133 -0.341
H 1.079 -1.161 2.410
H -0.736 -1.544 2.374
H 0.527 -2.743 1.912
*
```

=====

Which of them is most stable? Easy: version one.

=====

Version one
The following is a DFT calculation (ωB97M-V/def2-TZVPD) of C5H14N2 in the gas phase.

Output
E_LUMO: 1.0 eV
Gap between HOMO and LUMO: 9.032 eV
SMILES: CNCCN(C)C

Geometry as ORCA input:
```
! RIJCOSX wB97M-V def2-TZVPD def2/J DEFGRID3
* xyz 0 1
C -1.840 -2.298 -0.403
N -0.993 -1.111 -0.665
C -1.397 -0.072 0.288
C -0.437 1.098 0.070
N 0.925 0.669 0.024
C 1.745 0.081 1.113
C 1.886 1.770 -0.596
H -2.656 -2.017 0.251
H -1.325 -3.172 0.079
H -2.210 -2.706 -1.343
H 0.039 -0.941 -0.719
H -1.288 -0.526 1.342
H -2.436 0.173 0.247
H -0.579 1.503 -0.948
H -0.608 1.906 0.825
H 1.356 -0.858 1.454
H 2.647 -0.381 0.721
H 1.833 0.701 2.061
H 1.440 2.305 -1.508
H 2.771 1.145 -0.847
H 2.120 2.636 0.018
*
```

=====

Version two
The following is a DFT calculation (ωB97M-V/def2-TZVPD) of C5H14N2 in the gas phase.

Output
E_LUMO: 1.1 eV
Gap between HOMO and LUMO: 9.629 eV
SMILES: CNCCCCN

Geometry as ORCA input:
```
! RIJCOSX wB97M-V def2-TZVPD def2/J DEFGRID3
* xyz 0 1
C -2.322 -1.888 -1.213
N -1.884 -0.558 -1.509
C -1.084 0.144 -0.508
C 0.221 -0.553 -0.074
C 0.956 0.217 0.989
C 1.661 1.502 0.512
N 2.257 2.263 1.629
H -2.568 -2.357 -2.152
H -3.201 -1.796 -0.566
H -1.619 -2.528 -0.670
H -1.437 -0.477 -2.410
H -0.901 1.171 -0.823
H -1.706 0.132 0.389
H -0.102 -1.521 0.289
H 0.851 -0.865 -0.908
H 0.324 0.410 1.864
H 1.739 -0.371 1.481
H 1.005 2.089 -0.133
H 2.440 1.080 -0.129
H 2.107 1.694 2.455
H 3.263 2.212 1.490
*
```

=====

Which of them is most stable? Easy: version two.

=====

Version one
The following is a DFT calculation (ωB97M-V/def2-TZVPD) of C5H14N2 in the gas phase.

Output
E_LUMO: 1.1 eV
Gap between HOMO and LUMO: 10.098 eV
SMILES: CC[C@H](C)NCN

Geometry as ORCA input:
```
! RIJCOSX wB97M-V def2-TZVPD def2/J DEFGRID3
* xyz 0 1
C 1.929 0.914 -0.189
C 0.793 0.957 0.875
C -0.610 0.612 0.235
C -1.600 1.270 1.202
N -0.740 -0.850 0.394
C 0.056 -1.691 -0.467
N 0.059 -1.212 -1.882
H 2.826 1.132 0.410
H 2.257 0.108 -0.849
H 1.724 1.715 -0.908
H 0.938 0.380 1.774
H 0.685 1.956 1.293
H -0.698 1.145 -0.708
H -1.267 0.880 2.203
H -1.714 2.355 1.338
H -2.594 0.854 1.055
H -1.754 -0.974 0.263
H 1.100 -1.695 -0.127
H -0.148 -2.759 -0.403
H -0.844 -1.425 -2.271
H 0.879 -1.447 -2.415
*
```

=====

Version two
The following is a DFT calculation (ωB97M-V/def2-TZVPD) of C5H14N2 in the gas phase.

Output
E_LUMO: 1.1 eV
Gap between HOMO and LUMO: 9.623 eV
SMILES: CNC[C@H](C)NC

Geometry as ORCA input:
```
! RIJCOSX wB97M-V def2-TZVPD def2/J DEFGRID3
* xyz 0 1
C 2.992 -0.181 1.130
N 1.768 -0.038 0.271
C 0.494 -0.295 0.829
C -0.547 0.406 -0.082
C -1.462 1.310 0.708
N -1.333 -0.741 -0.794
C -1.834 -0.492 -2.091
H 2.840 -0.658 2.132
H 3.474 0.792 1.234
H 3.812 -0.786 0.684
H 1.898 -0.556 -0.587
H 0.186 -1.359 0.962
H 0.485 0.182 1.819
H -0.054 1.071 -0.837
H -1.935 0.786 1.497
H -2.261 1.739 0.183
H -0.904 2.124 1.224
H -2.080 -1.078 -0.151
H -2.312 0.521 -2.273
H -1.221 -0.734 -3.021
H -2.823 -1.079 -2.166
*
```

=====

Version three
The following is a DFT calculation (ωB97M-V/def2-TZVPD) of 2 unconnected molecules or ions with the total composition C5H14N2.

Output
E_LUMO: -1.1 eV
Gap between HOMO and LUMO: 7.000 eV

Geometry as ORCA input:
```
! RIJCOSX wB97M-V def2-TZVPD def2/J DEFGRID3
* xyz 0 1
C 0.284 0.127 1.336
N 1.555 0.214 0.727
C 2.004 -1.087 0.663
C -0.845 -0.560 0.402
C -0.676 -0.186 -1.038
C -0.445 1.318 -1.105
N -1.641 1.891 -0.509
H 0.170 -0.519 2.225
H -0.101 1.156 1.657
H 0.813 -2.710 0.210
H 2.395 -1.569 1.591
H 1.145 -1.817 0.375
H 2.683 -1.172 -0.167
H -0.630 -1.639 0.572
H -1.793 -0.204 0.862
H 0.259 -0.632 -1.384
H -1.491 -0.460 -1.750
H -0.262 1.644 -2.150
H 0.540 1.552 -0.600
H -2.533 1.681 -1.118
H -1.431 2.972 -0.798
*
```

=====

Which of them is most stable? Easy: version one.

=====

Version one
The following is a DFT calculation (ωB97M-V/def2-TZVPD) of a molecular structure, C5H14N2.

Output
E_LUMO: 0.5 eV
Gap between HOMO and LUMO: 8.724 eV

Geometry as ORCA input:
```
! RIJCOSX wB97M-V def2-TZVPD def2/J DEFGRID3
* xyz 0 1
C 2.195 1.808 -1.917
N -0.861 0.498 -0.684
C -0.921 0.353 0.621
C -0.749 -1.048 1.269
C 0.262 -1.912 0.520
N -0.321 -2.387 -0.717
C -1.754 1.327 1.426
H 1.725 1.406 -2.813
H 2.532 2.826 -2.082
H 3.043 1.211 -1.599
H 1.445 1.829 -1.135
H 0.167 0.497 -0.189
H -0.500 -0.845 2.315
H -1.696 -1.580 1.222
H 1.186 -1.338 0.310
H 0.620 -2.743 1.128
H -0.738 -1.646 -1.253
H 0.296 -2.939 -1.268
H -2.742 0.881 1.557
H -1.857 2.262 0.883
H -1.331 1.540 2.407
*
```

=====

Version two
The following is a DFT calculation (ωB97M-V/def2-TZVPD) of 2 unconnected molecules or ions with the total composition C5H14N2.

Output
E_LUMO: 1.0 eV
Gap between HOMO and LUMO: 8.686 eV

Geometry as ORCA input:
```
! RIJCOSX wB97M-V def2-TZVPD def2/J DEFGRID3
* xyz 0 1
C -0.581 -0.063 -0.004
C 0.891 -0.258 -0.451
C -0.832 0.227 1.474
C -1.338 0.916 -0.897
C 1.680 1.036 -0.502
N -1.018 -1.449 -0.445
N 1.563 -1.211 0.450
H 0.125 -1.280 -1.211
H -2.021 -1.542 -0.597
H -0.756 -2.115 0.281
H 1.939 -1.996 -0.064
H 1.875 -0.808 1.334
H -1.898 0.204 1.716
H -0.999 1.934 -0.714
H -0.437 1.217 1.708
H -0.327 -0.496 2.114
H -2.411 0.873 -0.697
H -1.167 0.690 -1.950
H 1.787 1.498 0.495
H 2.685 0.838 -0.877
H 1.239 1.785 -1.162
*
```

=====

Version three
The following is a DFT calculation (ωB97M-V/def2-TZVPD) of C5H14N2 in the gas phase.

Output
E_LUMO: 1.1 eV
Gap between HOMO and LUMO: 9.508 eV
SMILES: CC(C)NCCN

Geometry as ORCA input:
```
! RIJCOSX wB97M-V def2-TZVPD def2/J DEFGRID3
* xyz 0 1
C 0.558 0.634 2.015
C 1.103 -0.323 0.947
C 2.497 0.098 0.493
N 0.262 -0.356 -0.247
C -1.169 -0.306 -0.082
C -1.861 -0.642 -1.402
N -1.507 0.285 -2.448
H 1.311 0.786 2.793
H 0.371 1.593 1.545
H -0.367 0.254 2.434
H 1.112 -1.342 1.364
H 2.793 -0.567 -0.312
H 2.491 1.148 0.162
H 3.176 0.118 1.344
H 0.532 0.388 -0.879
H -1.504 -1.048 0.652
H -1.590 0.653 0.231
H -2.933 -0.703 -1.181
H -1.668 -1.686 -1.645
H -1.552 -0.123 -3.372
H -2.054 1.138 -2.413
*
```

=====

Which of them is most stable? Easy: version three.